# 1
Entry from the OMol25 dataset: a cluster of 25 separate species, H50O25 in total in a non-equilibrium geometry (the ωB97M-V functional and the def2-TZVPD basis).

Each line ends with the Löwdin charge.
Element x y z (Å)
O1 3.44 -2.60 -3.62  -0.043
H1 3.17 -3.23 -2.92  0.035
H2 4.33 -2.78 -3.88  0.048
O2 -0.02 -4.26 3.01  -0.058
H3 -0.51 -3.59 2.50  0.030
H4 0.61 -3.74 3.52  0.039
O3 -4.22 0.95 0.11  -0.043
H5 -3.83 0.08 0.03  0.003
H6 -4.33 1.30 -0.76  -0.007
O4 -2.25 -1.42 5.67  -0.051
H7 -2.50 -0.91 4.90  -0.014
H8 -2.98 -2.01 5.83  0.025
O5 3.50 0.17 -2.72  -0.052
H9 3.45 -0.70 -3.13  0.011
H10 3.89 0.01 -1.84  0.049
O6 -2.70 0.34 3.05  -0.031
H11 -2.96 -0.40 2.55  0.016
H12 -3.52 0.84 3.20  0.012
O7 0.21 -1.80 1.40  -0.083
H13 0.29 -1.32 0.55  0.015
H14 0.90 -1.28 1.87  0.033
O8 0.97 -1.41 -4.42  -0.057
H15 1.69 -1.85 -3.95  -0.023
H16 0.31 -1.15 -3.73  0.015
O9 2.71 -0.59 5.08  -0.052
H17 2.08 -1.12 5.56  0.026
H18 2.34 -0.45 4.20  -0.013
O10 0.98 1.54 -2.65  -0.037
H19 1.90 1.26 -2.74  0.017
H20 0.95 2.49 -2.55  0.020
O11 0.42 4.29 0.78  -0.058
H21 0.70 4.88 1.52  0.085
H22 1.15 3.68 0.53  0.063
O12 -4.08 1.36 -2.74  -0.059
H23 -4.68 1.48 -3.49  0.055
H24 -3.23 1.05 -3.08  -0.005
O13 -0.32 -0.07 -0.66  -0.080
H25 -0.69 0.54 0.00  0.038
H26 0.24 0.58 -1.15  0.037
O14 0.32 4.54 -2.27  -0.055
H27 0.12 4.53 -1.32  0.015
H28 0.93 5.29 -2.37  0.054
O15 -4.61 2.11 2.96  -0.035
H29 -5.53 2.31 3.03  0.055
H30 -4.50 1.84 2.03  0.023
O16 4.45 2.84 -3.69  -0.081
H31 5.23 2.58 -4.20  0.032
H32 3.96 1.99 -3.61  0.000
O17 -0.90 3.11 4.61  -0.052
H33 -1.02 2.30 4.10  -0.004
H34 -1.19 2.84 5.49  0.043
O18 -2.57 -1.49 0.50  -0.025
H35 -1.78 -1.38 1.01  -0.010
H36 -2.27 -1.53 -0.40  0.035
O19 -0.67 1.75 1.52  -0.073
H37 -0.99 2.66 1.47  0.055
H38 -1.42 1.24 1.93  0.043
O20 -1.64 0.11 -3.17  -0.058
H39 -1.39 -0.35 -2.34  0.029
H40 -0.89 0.72 -3.26  0.041
O21 2.10 -4.62 0.75  -0.039
H41 2.08 -5.58 0.86  0.077
H42 1.53 -4.33 1.49  0.041
O22 -3.62 -1.13 -5.28  -0.055
H43 -4.12 -0.95 -4.50  -0.002
H44 -2.68 -0.93 -5.06  0.027
O23 1.80 -3.76 -1.59  -0.068
H45 1.94 -4.19 -0.74  -0.045
H46 0.90 -3.40 -1.53  0.051
O24 1.73 0.47 2.22  -0.032
H47 2.18 0.46 1.38  0.020
H48 1.01 1.09 2.10  0.014
O25 4.47 -0.36 0.39  -0.029
H49 4.57 -1.20 0.85  0.054
H50 5.12 0.21 0.79  0.047

The value obtained for the gap between HOMO and LUMO is 10.5 eV. As for the calculated total energy: -52002.9120 eV. The charge is 0. The LUMO energy is -0.29 eV.



# 2
Entry from the OMol25 dataset: the molecule H5N2OP in a non-equilibrium geometry (the ωB97M-V functional and the def2-TZVPD basis).

Each line ends with the natural charge from an NBO analysis.
Element x y z (Å)
N1 0.45 -1.28 -0.43  -1.189
P1 -0.44 0.01 0.21  1.867
N2 0.30 1.43 -0.38  -1.115
O1 -2.01 -0.16 -0.35  -1.032
H1 -0.22 -2.00 -0.72  0.419
H2 1.15 -1.85 0.14  0.404
H3 -0.19 0.08 1.65  -0.110
H4 1.18 1.60 0.03  0.377
H5 -0.22 2.16 -0.14  0.378

The value obtained for the gap between HOMO and LUMO is 10.7 eV. As for the calculated total energy: -14397.8245 eV. The charge is 0. Its SMILES is N[PH](N)=O. The LUMO energy is 0.77 eV.



# 3
Entry from the OMol25 dataset: a structure of composition H5N2OP in a non-equilibrium geometry (the ωB97M-V functional and the def2-TZVPD basis).

Each line ends with the natural charge from an NBO analysis.
Element x y z (Å)
N1 -0.82 0.06 1.27  -1.223
N2 1.21 0.54 -0.73  -1.225
O1 0.14 -1.80 -0.31  -1.097
P1 -0.11 -0.38 -0.22  2.050
H1 -1.28 0.92 1.54  0.414
H2 -0.78 -0.65 1.99  0.414
H3 1.36 1.47 -1.08  0.426
H4 1.67 -0.29 -1.17  0.418
H5 -1.39 0.13 -1.28  -0.178

The value obtained for the gap between HOMO and LUMO is 11.0 eV. As for the calculated total energy: -14398.0665 eV. The charge is 0. The LUMO energy is 1.02 eV.